Molecular formula: C3H13NO4
Method: DFT, ωB97M-V with the def2-TZVPD basis set

## Properties
Orbital gap, eV: 10.09
SMILES string: OCCNCO.O.O
ΔE to the lowest compared entry with this formula, charge and spin, kJ/mol: 228.4

Structure (XYZ):
```
21
Properties=species:S:1:pos:R:3:forces:R:3:lowdin_charge:R:1
O 0.400 -1.686 0.967 0.8 -0.9 0.3 -0.10
C 0.047 -0.648 1.868 1.3 1.6 -2.6 -0.21
C -0.982 0.258 1.137 -0.9 -0.3 2.8 -0.25
N -0.418 0.996 0.065 0.4 -0.3 -1.7 -0.06
C -1.343 1.660 -0.857 0.4 -1.7 1.5 -0.28
O -2.245 2.493 -0.190 -0.4 1.4 -0.1 -0.05
H -0.130 -1.692 0.170 -0.3 0.3 -0.2 0.08
H -0.047 -1.094 2.851 -0.9 0.4 0.1 0.12
H 0.910 0.058 1.860 0.0 -0.6 0.7 0.11
H -1.776 -0.435 0.815 -0.1 0.6 -0.3 0.13
H -1.395 0.946 1.921 -0.2 -0.5 -0.3 0.12
H 0.367 1.590 0.285 -0.1 0.0 0.5 0.12
H -0.701 2.251 -1.510 -0.6 0.1 -0.2 0.13
H -1.911 0.859 -1.367 0.4 0.4 -0.2 0.13
H -2.690 2.079 0.558 0.2 -0.3 -0.3 0.07
O 2.674 -0.947 -0.735 0.3 -0.3 0.1 -0.06
H 2.992 -0.049 -0.818 -0.1 0.2 0.3 0.04
H 2.078 -1.036 0.027 0.0 0.3 -0.1 0.02
O 1.170 -2.036 -2.636 -0.6 -0.8 -0.2 -0.08
H 1.438 -1.124 -2.562 0.2 0.3 0.2 0.00
H 1.564 -2.441 -1.850 0.0 0.2 -0.4 0.02
```
Forces are in eV/Å.

=====

Molecular formula: C3H13O3S
Method: DFT, ωB97M-V with the def2-TZVPD basis set

## Properties
Orbital gap, eV: 6.27
ΔE to the lowest compared entry with this formula, charge and spin, kJ/mol: 175.0
Charge: -1

Structure (XYZ):
```
20
Properties=species:S:1:pos:R:3:forces:R:3:lowdin_charge:R:1
C -1.731 0.692 1.939 0.1 0.7 -2.6 -0.11
C -1.586 1.227 0.367 0.3 0.8 2.3 -0.34
C -0.479 0.525 -0.410 1.9 0.5 1.2 -0.76
S -0.713 -1.267 -0.535 0.0 -0.5 0.0 0.27
H -0.682 0.597 2.321 -1.3 -0.1 0.2 0.06
H -2.323 -0.234 1.860 1.2 -0.2 0.1 0.04
H -2.438 1.293 2.522 0.7 0.6 0.1 0.03
H -2.378 0.767 -0.115 -2.5 -0.2 -0.9 0.01
H -1.663 2.381 0.237 0.4 -1.8 0.3 0.10
H 0.505 0.648 0.226 -1.6 0.7 -2.0 0.04
H -0.473 0.918 -1.467 0.6 0.0 1.2 0.04
H 2.621 -1.194 1.454 0.1 -0.2 0.0 0.02
H 1.386 -0.634 0.780 -0.3 -0.4 -0.5 -0.08
O 2.331 -0.474 0.891 0.5 0.2 0.5 -0.10
H 0.514 -1.692 2.669 -0.2 0.0 0.4 0.00
H -0.427 -2.129 1.638 -0.7 0.2 -0.6 -0.09
O -0.375 -2.066 2.609 0.8 -0.3 0.3 -0.14
H 2.308 1.928 -3.596 0.0 0.8 -0.6 0.05
H 2.392 3.429 -4.127 -0.1 -1.3 0.0 0.04
O 2.399 2.482 -4.402 0.0 0.5 0.7 -0.10
```
Forces are in eV/Å.

=====

Molecular formula: C3H13O3S
Method: DFT, ωB97M-V with the def2-TZVPD basis set

## Properties
Orbital gap, eV: 6.47
ΔE to the lowest compared entry with this formula, charge and spin, kJ/mol: 57.6
Charge: -1

Structure (XYZ):
```
20
Properties=species:S:1:pos:R:3:forces:R:3:lowdin_charge:R:1
C -0.261 3.719 -0.859 0.6 -0.9 -0.1 -0.13
C -0.228 2.192 -1.055 0.6 0.1 1.0 -0.36
C 1.115 1.511 -0.780 -0.6 -0.5 0.0 -0.71
S 1.056 -0.320 -0.926 0.1 -0.1 -0.2 0.33
H -1.231 4.035 -1.204 -0.4 0.6 0.1 0.05
H -0.079 4.001 0.179 -0.2 0.0 0.1 0.06
H 0.513 4.204 -1.446 0.1 0.2 -0.3 0.06
H -0.482 1.933 -2.070 -0.6 -0.1 -0.2 0.07
H -0.925 1.768 -0.324 -0.3 -0.2 -0.5 0.10
H 1.825 1.855 -1.529 0.4 0.3 0.3 0.03
H 1.407 1.709 0.250 0.4 0.4 -0.1 0.03
H -1.081 -3.733 5.611 0.1 0.0 0.0 0.03
H -0.060 -2.702 5.200 0.1 0.1 -0.1 0.04
O -0.272 -3.308 5.916 -0.2 0.0 0.0 -0.07
H -0.494 -0.577 -2.464 0.2 0.5 -0.4 -0.12
H -0.793 0.073 -3.897 0.4 -0.1 0.3 0.00
O -1.170 -0.441 -3.180 -0.7 -0.4 0.0 -0.17
H -0.117 -1.890 0.445 0.7 0.7 -0.3 -0.12
H -1.596 -2.067 0.451 0.0 0.0 0.0 0.01
O -0.820 -2.257 0.985 -0.7 -0.6 0.4 -0.13
```
Forces are in eV/Å.

=====

Molecular formula: C3H13O3S
Method: DFT, ωB97M-V with the def2-TZVPD basis set

## Properties
2S+1: 2
Orbital gap (spin up / spin down), eV: 10.62 / 7.05
ΔE to the lowest compared entry with this formula, charge and spin, kJ/mol: 28.1

Structure (XYZ):
```
20
Properties=species:S:1:pos:R:3:forces:R:3:lowdin_charge:R:1
C 1.884 0.376 0.031 -0.9 -0.5 -0.7 -0.12
C 1.518 0.672 -1.448 1.4 0.2 0.1 -0.31
C 0.055 1.108 -1.698 1.9 1.2 0.0 -0.57
S -0.372 2.714 -0.935 0.4 -0.5 -0.5 0.74
H 1.196 -0.399 0.447 0.5 0.6 -0.1 0.08
H 2.909 0.006 0.101 -0.1 0.1 0.0 0.07
H 1.792 1.305 0.588 0.0 -0.1 0.4 0.06
H 1.766 -0.246 -2.075 -0.5 1.2 0.6 0.13
H 2.190 1.521 -1.763 -0.6 -1.0 -0.1 0.11
H -0.038 1.160 -2.758 -0.4 0.3 -0.8 0.06
H -0.570 0.384 -1.310 -1.5 -1.6 0.8 0.02
H -1.228 -2.738 1.420 1.5 -1.3 0.4 0.01
H 0.340 -2.809 1.726 -2.1 -1.5 -0.2 0.05
O -0.483 -3.409 1.649 0.7 2.7 -0.2 -0.16
H -0.925 1.505 0.673 -1.2 -1.6 2.5 -0.04
H -1.892 1.598 1.907 -0.1 -0.1 0.2 0.04
O -1.335 0.931 1.490 1.3 1.9 -2.4 -0.15
H -2.011 -0.658 1.118 0.5 1.5 0.5 -0.03
H -2.445 -1.508 -0.067 0.0 -0.1 0.6 0.07
O -2.352 -1.513 0.903 -0.7 -1.4 -1.2 -0.05
```
Forces are in eV/Å.

=====

Molecular formula: C3H13O4S
Method: DFT, ωB97M-V with the def2-TZVPD basis set

## Properties
Orbital gap, eV: 8.03
ΔE to the lowest compared entry with this formula, charge and spin, kJ/mol: 71.5
Charge: -1

Structure (XYZ):
```
21
Properties=species:S:1:pos:R:3:forces:R:3:lowdin_charge:R:1
C -0.542 -1.039 -0.813 0.0 -0.9 -1.2 -0.37
O 0.831 -1.183 -0.666 -0.6 0.6 -0.1 -0.28
C -1.337 0.063 -0.095 -0.3 -0.2 -1.6 -0.31
C -0.937 0.325 1.332 -1.0 1.1 0.5 -0.54
S -1.609 2.003 1.797 0.1 -0.2 -0.4 0.63
H -0.954 -2.023 -0.576 -0.5 -0.2 0.3 0.09
H -0.832 -0.900 -1.885 0.2 0.0 0.2 0.10
H -1.352 0.934 -0.770 1.1 0.3 0.7 0.06
H -2.409 -0.163 -0.283 0.3 -0.5 1.0 0.11
H 0.133 0.394 1.537 -0.2 -0.5 -0.4 0.06
H -1.441 -0.389 2.007 0.4 0.2 -0.1 0.07
H -1.465 2.464 0.525 0.0 0.1 0.6 -0.14
H 1.229 1.648 -1.154 0.0 -0.4 -1.2 0.01
H 0.801 1.078 -2.559 0.3 -0.2 0.3 0.02
O 0.668 1.814 -1.963 -0.5 1.0 0.4 -0.12
H 1.010 -1.886 0.755 -0.1 0.5 0.2 -0.01
H 0.311 -1.930 2.200 -0.2 0.1 -0.2 -0.01
O 1.134 -2.083 1.737 0.4 -0.5 0.3 -0.12
H 2.569 0.475 0.326 0.2 0.0 0.0 0.00
H 1.667 -0.170 -0.823 0.9 0.1 0.7 0.00
O 2.525 0.567 -0.632 -0.7 -0.2 0.1 -0.24
```
Forces are in eV/Å.

=====

Molecular formula: C3H13O5
Method: DFT, ωB97M-V with the def2-TZVPD basis set

## Properties
Orbital gap, eV: 7.58
ΔE to the lowest compared entry with this formula, charge and spin, kJ/mol: 165.8
Charge: -1

Structure (XYZ):
```
21
Properties=species:S:1:pos:R:3:forces:R:3:lowdin_charge:R:1
C -1.521 -1.348 0.250 2.4 1.1 -1.0 -0.25
O -0.843 -1.989 -0.841 -0.9 -1.5 -0.3 -0.12
C -0.427 -1.270 1.361 0.4 -1.6 1.4 -0.16
C 0.772 -0.244 1.189 -0.3 0.4 -2.2 -0.43
O 0.516 1.091 1.173 -1.8 0.3 1.3 -0.36
H -1.926 -0.388 -0.098 0.2 0.0 0.3 0.10
H -2.350 -2.004 0.414 -0.4 -0.4 0.8 0.09
H 0.050 -2.348 1.204 -0.8 2.0 0.9 0.12
H -0.864 -1.176 2.431 0.6 -0.2 -1.6 0.11
H 1.603 -0.354 1.870 0.2 -1.3 0.9 0.08
H 1.216 -0.454 0.169 -0.1 -0.7 0.4 0.08
H 0.837 1.768 -0.186 0.5 -1.2 0.6 -0.01
H -0.818 2.449 -0.466 -0.8 -0.9 1.1 0.02
H -1.280 1.336 0.663 1.0 2.0 -1.2 0.03
O -1.569 2.111 0.073 -0.7 -0.2 -0.2 -0.15
H 0.831 0.983 -2.244 0.0 -1.8 -0.3 0.04
H 2.268 1.938 -0.102 0.5 0.0 0.1 0.03
O 1.642 1.752 -0.797 0.0 1.3 -1.2 -0.15
H -0.299 -1.473 -1.425 0.0 1.3 0.0 0.02
H 1.447 -0.414 -2.066 -1.1 0.9 -0.8 0.05
O 0.713 0.035 -2.575 1.2 0.5 0.9 -0.13
```
Forces are in eV/Å.

=====

Molecular formula: C3H13O5
Method: DFT, ωB97M-V with the def2-TZVPD basis set

## Properties
Orbital gap, eV: 3.25
ΔE to the lowest compared entry with this formula, charge and spin, kJ/mol: 938.4
Charge: -1

Structure (XYZ):
```
21
Properties=species:S:1:pos:R:3:forces:R:3:lowdin_charge:R:1
C -0.393 1.596 -0.018 -1.0 0.8 1.6 -0.18
O -1.337 1.427 1.083 1.2 0.6 -2.9 -0.01
C -0.106 0.201 -0.560 -0.4 -1.7 -0.7 -0.25
C -0.901 -0.224 -1.770 0.8 -1.2 1.1 -0.07
O 1.105 1.562 -2.895 -0.3 -0.1 0.3 -0.24
H -0.803 2.294 -0.764 0.2 -0.3 0.4 0.12
H 0.597 1.922 0.383 -0.6 0.1 -0.2 0.14
H -0.235 -0.577 0.158 -0.4 -0.1 0.9 0.05
H 0.933 0.045 -0.810 1.1 0.8 0.1 0.12
H -0.311 0.193 -2.578 -0.9 -0.1 -0.7 0.03
H -0.921 -1.373 -1.631 0.3 0.9 -0.3 0.10
H -1.926 0.017 -1.642 -1.1 0.5 -0.6 0.07
H -1.117 -3.506 0.308 -1.8 -2.4 0.9 -0.09
H 0.669 -2.113 0.817 0.8 -0.1 0.3 -0.03
O -0.612 -2.798 0.030 1.8 2.7 -1.1 -0.21
H 1.346 -1.071 1.837 0.1 -0.7 -1.0 0.01
H 1.961 1.722 -3.300 0.3 0.0 0.0 -0.08
O 1.559 -1.818 1.204 -0.8 0.7 0.7 -0.13
H -0.739 1.003 1.799 0.8 -0.6 1.0 -0.03
H 0.234 0.253 3.455 -0.3 -0.3 0.9 -0.05
O 0.374 0.596 2.585 0.2 0.2 -0.8 -0.27
```
Forces are in eV/Å.

=====

Molecular formula: C3H13O5
Method: DFT, ωB97M-V with the def2-TZVPD basis set

## Properties
2S+1: 2
Orbital gap (spin up / spin down), eV: 10.05 / 5.47
ΔE to the lowest compared entry with this formula, charge and spin, kJ/mol: 169.6

Structure (XYZ):
```
21
Properties=species:S:1:pos:R:3:forces:R:3:lowdin_charge:R:1
C 0.071 0.397 -1.940 -2.0 3.4 -2.4 -0.27
O 1.121 1.348 -1.601 -1.3 -1.1 -1.9 -0.06
C 0.472 -1.003 -1.971 0.5 -1.8 0.5 -0.18
C 0.094 -1.720 -0.643 1.8 1.3 -0.9 -0.29
O -1.254 -1.899 -0.559 -2.2 1.3 2.8 -0.04
H -0.911 0.470 -1.359 1.4 0.5 -0.2 0.13
H -0.243 0.783 -3.015 0.6 -0.9 2.0 0.15
H 1.540 -1.021 -2.058 0.8 -0.2 0.0 0.11
H 0.107 -1.580 -2.821 -0.4 0.2 0.0 0.12
H 0.613 -2.652 -0.587 0.5 -0.7 0.3 0.11
H 0.429 -1.013 0.132 0.2 -0.4 0.1 0.13
H -1.519 -1.343 0.328 -0.2 -1.2 -2.1 0.07
H -2.293 -0.904 2.439 1.0 0.8 -2.6 0.13
H -0.855 0.340 2.666 0.8 0.6 -0.2 0.01
O -1.834 -0.507 1.582 -1.4 -1.5 2.2 -0.07
H 1.074 1.488 1.988 1.4 0.2 -1.3 0.02
H -0.853 1.865 2.794 -0.7 1.0 0.0 0.05
O -0.291 1.116 2.895 0.1 -1.1 0.6 -0.04
H 1.235 1.425 -0.680 0.3 -0.1 2.2 0.00
H 1.497 2.646 1.093 0.2 0.4 -0.2 0.03
O 1.799 1.765 1.317 -1.5 -0.5 1.1 -0.10
```
Forces are in eV/Å.

=====

- The lowest ΔE to the lowest compared entry with this formula, charge and spin belongs to which entry?
  number 4

=====

- ΔE to the lowest compared entry with this formula, charge and spin of number 1 (C3H13NO4)?
  228.4 kJ/mol